# 1
The molecule C4H8FN. Source: the OMol25 dataset; level of theory: ωB97M-V with the def2-TZVPD basis set.

Geometry as XYZ:
```
14
Properties=species:S:1:pos:R:3:mulliken_charge:R:1
C 1.994 -0.203 -0.243 -1.300
C 0.531 -0.485 -0.158 0.318
N -0.010 -0.240 1.224 -0.699
C -0.407 0.623 0.163 -0.156
C -1.822 0.484 -0.188 -0.547
F -2.223 -0.890 -0.113 -0.324
H 2.293 0.098 -1.220 0.333
H 2.621 -1.109 -0.027 0.299
H 2.309 0.575 0.445 0.346
H 0.080 -1.306 -0.789 0.375
H -0.835 -0.880 1.500 0.309
H -0.004 1.552 0.149 0.512
H -2.026 0.714 -1.235 0.246
H -2.501 1.066 0.494 0.287
```

Its spin multiplicity is 1. As for the LUMO energy: 1.1 eV. The calculated total energy comes out at -8483.7481 eV. The HOMO-LUMO gap comes out at 0.387 hartree. For the highest occupied orbital energy, the calculation gives -9.38 eV.

=====

# 2
A structure of composition C37H38BF4FeGeN2O8P2. Source: the OMol25 dataset; level of theory: ωB97M-V with the def2-TZVPD basis set.

Geometry as XYZ:
```
94
Properties=species:S:1:pos:R:3:mulliken_charge:R:1
Fe -0.108 -0.358 0.409 0.781
C 0.560 3.377 -0.883 -2.085
P 1.051 1.613 -0.948 2.678
C 1.928 1.372 -2.530 -1.281
C 2.612 1.714 0.152 -0.207
C 3.190 2.951 0.437 -0.728
C 4.416 3.026 1.085 -0.834
C 5.083 1.870 1.460 -0.788
C 4.510 0.637 1.193 -0.974
C 3.282 0.553 0.550 0.685
P 2.360 -0.974 0.183 1.761
C 3.409 -1.769 -1.097 -1.835
C 2.715 -2.113 1.563 -1.661
H 1.324 4.023 -1.313 0.581
H 0.365 3.671 0.150 0.424
H -0.363 3.481 -1.447 0.459
H 2.964 1.710 -2.491 0.444
H 1.368 1.924 -3.286 0.434
H 1.889 0.316 -2.802 -0.043
H 2.692 3.872 0.180 0.325
H 4.844 3.996 1.307 0.392
H 6.036 1.932 1.971 0.394
H 5.012 -0.269 1.512 0.361
H 4.423 -1.883 -0.709 0.557
H 3.440 -1.182 -2.015 0.288
H 2.990 -2.752 -1.319 0.421
H 3.794 -2.216 1.696 0.740
H 2.300 -3.087 1.301 0.424
H 2.255 -1.777 2.492 0.164
O 0.049 -4.311 -1.309 -0.819
C -0.075 -3.474 -0.420 -0.603
O 0.219 -2.218 -0.613 1.501
C -0.428 -3.882 0.973 0.742
C -0.580 -5.236 1.233 -0.311
C -0.729 -5.673 2.535 -0.693
C -0.590 -4.792 3.618 -0.624
C -0.390 -3.441 3.384 -1.150
C -0.519 -2.926 2.034 0.809
O -0.730 -1.687 1.814 -0.498
N -0.079 -2.611 4.459 0.637
O -0.156 -3.075 5.636 -0.889
O 0.507 -1.474 4.254 -0.781
N -0.953 -7.072 2.785 1.035
O -1.069 -7.840 1.828 -0.699
O -1.019 -7.459 3.951 -0.702
H -0.569 -5.936 0.411 0.571
H -0.601 -5.149 4.634 0.582
C 0.935 1.468 3.032 -0.910
O 0.912 0.266 2.272 -0.128
H 1.583 2.189 2.531 0.241
H 1.340 1.251 4.022 0.366
H -0.064 1.891 3.129 0.174
H 0.552 -0.446 2.888 0.218
F -2.837 2.513 0.235 -0.409
B -2.516 2.118 1.541 -0.077
F -1.635 0.963 1.439 0.090
F -1.808 3.136 2.178 -0.394
F -3.642 1.754 2.243 -0.348
C -0.533 0.939 -1.273 -2.561
Ge -1.448 -0.622 -2.069 4.706
C -0.519 -1.390 -3.642 0.061
C 0.731 -2.006 -3.566 -0.011
C 1.376 -2.478 -4.701 -1.165
C 0.771 -2.365 -5.945 -0.596
C -0.485 -1.784 -6.039 -0.767
C -1.119 -1.301 -4.900 -0.838
C -2.599 -1.914 -1.168 0.357
C -2.813 -3.140 -1.794 -0.734
C -3.626 -4.097 -1.202 -0.664
C -4.225 -3.836 0.023 -0.591
C -4.025 -2.613 0.645 -0.528
C -3.218 -1.652 0.052 -0.371
C -2.818 0.512 -3.008 -0.441
C -2.423 1.655 -3.705 0.077
C -3.327 2.412 -4.435 -0.894
C -4.666 2.040 -4.478 -0.528
C -5.083 0.915 -3.784 -0.883
C -4.165 0.162 -3.057 -0.442
H -1.302 1.540 -0.793 0.850
H 1.171 -2.159 -2.592 0.268
H 2.345 -2.954 -4.607 0.419
H 1.265 -2.745 -6.832 0.341
H -0.976 -1.704 -7.002 0.399
H -2.096 -0.845 -5.001 0.386
H -2.313 -3.367 -2.728 0.357
H -3.762 -5.058 -1.681 0.347
H -4.829 -4.596 0.503 0.328
H -4.475 -2.408 1.608 0.406
H -3.068 -0.708 0.561 0.279
H -1.381 1.955 -3.672 0.202
H -2.993 3.295 -4.967 0.385
H -5.378 2.629 -5.044 0.334
H -6.126 0.624 -3.803 0.391
H -4.509 -0.713 -2.517 0.309
```

Its spin multiplicity is 6. As for the LUMO energy (alpha / beta): 3.8 / 3.8 eV. The calculated total energy comes out at -179376.8039 eV. As for the total charge: -2. The HOMO-LUMO gap (alpha / beta) comes out at 0.145 / 0.239 hartree. For the highest occupied orbital energy (alpha / beta), the calculation gives -0.14 / -2.70 eV.

=====

# 3
A structure of composition C4HO2Tl. Source: the OMol25 dataset; level of theory: ωB97M-V with the def2-TZVPD basis set.

Geometry as XYZ:
```
8
Properties=species:S:1:pos:R:3:mulliken_charge:R:1
O -0.458 -2.144 -3.262 -0.467
C -0.402 -1.069 -2.518 0.573
C -0.677 -0.016 -1.904 -0.953
H -0.121 -2.918 -2.792 0.358
C 0.504 0.326 0.424 1.005
C 0.065 -0.006 -0.724 -0.498
O 0.782 1.171 1.294 -0.747
Tl 2.007 0.771 3.470 0.730
```

Its spin multiplicity is 1. As for the LUMO energy: -1.0 eV. The calculated total energy comes out at -12945.2139 eV. The HOMO-LUMO gap comes out at 0.188 hartree. For the highest occupied orbital energy, the calculation gives -6.10 eV.